Arrangement P

Density functional theory data (the ωB97M-V functional and the def2-TZVPD basis) for a 2-piece molecular cluster, C3H10O3 overall.

- HOMO energy (alpha / beta) (eV) = -13.82 / -13.82
- Kohn-Sham gap (alpha / beta) (eV) = 10.504 / 4.094
- lowest unoccupied orbital energy (alpha / beta) (eV) = -3.3 / -9.7

Structure (ORCA input):
```
! RIJCOSX wB97M-V def2-TZVPD def2/J DEFGRID3
* xyz 1 2
C -1.03241 -0.68779 0.71050
O -2.19281 -1.39199 1.09200
C -1.25727 -0.13521 -0.73113
C 0.06524 0.22098 -1.57131
O -0.44439 0.83774 -2.71156
H -1.07480 0.10375 1.43154
H -0.19639 -1.38546 0.63496
H -2.19140 -2.33483 0.86371
H -1.63451 -0.85332 -1.46426
H -1.93137 0.70787 -0.87469
H 0.71062 0.99732 -1.10880
H 0.63052 -0.70464 -1.58689
H -0.49930 0.16477 -3.41560
H 3.85722 1.94593 2.47408
H 3.77338 0.77718 3.61161
O 4.13972 1.07271 2.75604
*
```

Löwdin population analysis, charges in e, atoms 1 to 2:
1. C -0.146
2. O 0.103

=====

Arrangement Q

Density functional theory data (the ωB97M-V functional and the def2-TZVPD basis) for a 2-piece molecular cluster, C3H10O3 overall.

- HOMO energy (alpha / beta) (eV) = -15.12 / -14.10
- Kohn-Sham gap (alpha / beta) (eV) = 11.778 / 3.491
- lowest unoccupied orbital energy (alpha / beta) (eV) = -3.3 / -10.6

Structure (ORCA input):
```
! RIJCOSX wB97M-V def2-TZVPD def2/J DEFGRID3
* xyz 1 2
C 0.95650 -0.02683 1.21733
C 0.26775 -1.21786 0.56131
O 0.79744 -1.50945 -0.75410
O 2.29496 -0.37120 1.41822
H 0.54828 0.29957 2.17384
H 0.85953 0.83301 0.55447
H -0.81031 -1.07183 0.49407
H 0.30580 -2.11257 1.18271
H 1.57638 -2.05728 -0.63273
H 2.81620 -0.25925 0.61986
C -1.87735 1.46016 -1.01527
O -1.25684 0.86370 -2.09650
H -2.95901 1.56354 -1.10142
H -1.58879 0.88764 -0.13377
H -1.33067 2.38777 -0.84558
H -0.59990 0.33093 -1.64241
*
```

Löwdin population analysis, charges in e, atoms 1 to 2:
1. C -0.224
2. C -0.196

=====

Result of the stability comparison: arrangement P is the most stable of them.

=====

Arrangement P

Density functional theory data (the ωB97M-V functional and the def2-TZVPD basis) for C2H2Si as an isolated structure.

- HOMO energy (eV) = -8.67
- Kohn-Sham gap (eV) = 7.602
- lowest unoccupied orbital energy (eV) = -1.1

Structure (ORCA input):
```
! RIJCOSX wB97M-V def2-TZVPD def2/J DEFGRID3
* xyz 0 1
C 0.71712 -0.30200 0.00501
C 0.16143 1.65900 0.11324
Si -1.03421 0.36079 -0.00874
H 1.81864 -0.83138 0.39284
H -1.66299 -0.88642 -0.50234
*
```

Löwdin population analysis, charges in e, atoms 1 to 2:
1. C -0.215
2. C -0.213

=====

Arrangement Q

Density functional theory data (the ωB97M-V functional and the def2-TZVPD basis) for one molecule with the formula C2H2Si.

- HOMO energy (eV) = -9.85
- SMILES = C1#C[SiH2]1
- Kohn-Sham gap (eV) = 8.683
- lowest unoccupied orbital energy (eV) = -1.2

Structure (ORCA input):
```
! RIJCOSX wB97M-V def2-TZVPD def2/J DEFGRID3
* xyz 0 1
C -1.48148 -0.86313 0.03796
C -1.27564 0.69184 0.09677
Si 0.37886 -0.02767 0.14876
H 1.03504 1.27376 -0.42432
H 1.34322 -1.07480 0.14082
*
```

Löwdin population analysis, charges in e, atoms 1 to 2:
1. C -0.125
2. C -0.280

=====

Result of the stability comparison: arrangement Q is the most stable of them.

=====

Arrangement P

Density functional theory data (the ωB97M-V functional and the def2-TZVPD basis) for an isolated ion of composition C3H10N2S and charge +1.

- HOMO energy (alpha / beta) (eV) = -13.73 / -13.63
- Kohn-Sham gap (alpha / beta) (eV) = 10.421 / 5.202
- lowest unoccupied orbital energy (alpha / beta) (eV) = -3.3 / -8.4

Structure (ORCA input):
```
! RIJCOSX wB97M-V def2-TZVPD def2/J DEFGRID3
* xyz 1 2
N -1.08228 0.82143 -0.19847
C 0.16916 0.17866 -0.14002
C 1.03660 0.75946 0.97546
S 1.31065 2.55404 1.01022
C -0.03760 -1.31765 -0.00179
N -0.91045 -1.82246 -1.03146
H -1.79864 0.47487 -0.82967
H -1.10563 1.80430 0.05806
H 0.66410 0.39179 -1.09613
H 0.65445 0.39806 1.92012
H 2.03577 0.37155 0.80045
H 0.16360 3.02641 0.50171
H -0.48058 -1.50875 0.97767
H 0.93936 -1.78070 0.05824
H -0.59277 -1.51968 -1.94801
H -0.96573 -2.83133 -1.05636
*
```

Löwdin population analysis, charges in e, atoms 1 to 2:
1. N 0.334
2. C -0.401

=====

Arrangement Q

Density functional theory data (the ωB97M-V functional and the def2-TZVPD basis) for a 2-piece molecular cluster, C3H10N2S overall.

- HOMO energy (alpha / beta) (eV) = -13.14 / -13.13
- Kohn-Sham gap (alpha / beta) (eV) = 9.109 / 4.490
- lowest unoccupied orbital energy (alpha / beta) (eV) = -4.0 / -8.6

Structure (ORCA input):
```
! RIJCOSX wB97M-V def2-TZVPD def2/J DEFGRID3
* xyz 1 2
C -2.02153 1.62642 -0.48648
S -1.60862 -0.29693 -0.47474
C -0.94006 -0.64214 1.27846
H -2.66000 1.75253 0.48450
H -1.06048 2.15230 -0.31656
H -2.56948 1.92006 -1.41448
H -1.79721 -0.51942 1.99111
H -0.09104 -0.04309 1.63663
H -0.60587 -1.69443 1.25107
N 2.10245 -1.39068 -0.24983
C 2.20509 0.02964 -0.37306
N 2.28049 0.88484 0.60259
H 1.26013 -1.78512 -0.72578
H 1.96745 -1.56666 0.74214
H 2.27053 0.38473 -1.27427
H 2.88236 1.60722 0.23870
*
```

Löwdin population analysis, charges in e, atoms 1 to 2:
1. C -0.218
2. S 1.038

=====

Result of the stability comparison: arrangement P is the most stable of them.

=====

Arrangement P

Density functional theory data (the ωB97M-V functional and the def2-TZVPD basis) for a 2-piece molecular cluster, C4H12N4 overall.

- HOMO energy (eV) = -7.05
- Kohn-Sham gap (eV) = 7.924
- lowest unoccupied orbital energy (eV) = 0.9

Structure (ORCA input):
```
! RIJCOSX wB97M-V def2-TZVPD def2/J DEFGRID3
* xyz 0 1
C 1.80265 0.81407 -0.82729
C -1.16568 1.86861 -0.00538
C -1.81286 -0.92544 0.42405
N -0.27115 0.81721 -0.44635
C -0.44916 -0.43696 -0.03437
N 0.49244 -2.59916 -0.14780
N 2.63180 0.86061 0.25137
N 0.63341 -1.20988 -0.04071
H 0.43197 -3.03639 0.76931
H -0.31860 -2.89200 -0.69006
H 2.77870 -0.04251 0.68603
H 2.41584 1.57511 0.93119
H 2.00089 0.02471 -1.53549
H 1.58803 1.76820 -1.28188
H -0.86994 2.81438 -0.46756
H -1.16308 2.01736 1.08546
H -2.20800 1.68858 -0.30205
H -1.83037 -1.99307 0.64416
H -2.11046 -0.37993 1.32248
H -2.57644 -0.73352 -0.33510
*
```

Löwdin population analysis, charges in e, atoms 1 to 2:
1. C -0.058
2. C -0.142

=====

Arrangement Q

Density functional theory data (the ωB97M-V functional and the def2-TZVPD basis) for one molecule with the formula C4H12N4.

- HOMO energy (eV) = -8.94
- SMILES = CC1(C)CNNN1N
- Kohn-Sham gap (eV) = 9.873
- lowest unoccupied orbital energy (eV) = 0.9

Structure (ORCA input):
```
! RIJCOSX wB97M-V def2-TZVPD def2/J DEFGRID3
* xyz 0 1
C -1.09557 0.41853 -1.30260
C -0.32704 0.01639 -0.03741
C -1.21528 0.05847 1.28328
C 0.25883 -1.35705 -0.20800
N 1.65914 -1.08596 -0.11269
N 1.89905 -0.06206 0.87238
N 0.87881 0.86322 0.42519
N 1.38387 1.79354 -0.52547
H -1.55487 1.36019 -1.16298
H -1.83719 -0.33960 -1.42843
H -0.61553 0.37574 -2.21465
H -1.10388 0.94793 1.82934
H -0.98706 -0.83105 1.99841
H -2.26907 -0.06004 1.12397
H -0.20332 -2.00124 0.49602
H 0.21594 -1.77103 -1.31541
H 2.22028 -1.89298 0.08582
H 1.53282 -0.27415 1.78988
H 2.03231 2.46176 0.00314
H 2.18185 1.49051 -1.15629
*
```

Löwdin population analysis, charges in e, atoms 1 to 2:
1. C -0.036
2. C -0.452

=====

Arrangement R

Density functional theory data (the ωB97M-V functional and the def2-TZVPD basis) for a 2-piece molecular cluster, C4H12N4 overall.

- HOMO energy (eV) = -8.61
- SMILES = C/N=C\N.N/C=C/N
- Kohn-Sham gap (eV) = 9.405
- lowest unoccupied orbital energy (eV) = 0.8

Structure (ORCA input):
```
! RIJCOSX wB97M-V def2-TZVPD def2/J DEFGRID3
* xyz 0 1
C -0.63807 0.79493 -2.67658
N -1.38151 0.93067 -1.44076
C -0.79820 1.50050 -0.47269
N 0.45577 2.08337 -0.46794
H -0.50731 1.76888 -3.16594
H -1.17884 0.13117 -3.34233
H 0.36621 0.36072 -2.53531
H -1.33318 1.59572 0.46679
H 0.87287 2.20733 0.43863
H 1.08889 1.79080 -1.19644
N 2.10799 -0.89462 1.56118
C 0.73319 -1.05270 1.90651
C -0.09518 -1.73482 1.14072
N -1.48754 -1.84997 1.41629
H 2.69950 -0.80049 2.37258
H 2.29990 -0.14932 0.90994
H 0.38868 -0.55228 2.80953
H 0.26395 -2.17888 0.21569
H -1.82997 -2.77045 1.18041
H -2.02715 -1.18055 0.87975
*
```

Löwdin population analysis, charges in e, atoms 1 to 2:
1. C -0.164
2. N -0.042

=====

Arrangement S

Density functional theory data (the ωB97M-V functional and the def2-TZVPD basis) for a 2-piece molecular cluster, C4H12N4 overall.

- HOMO energy (eV) = -8.18
- SMILES = [H]/N=N/CC.C/N=N\C
- Kohn-Sham gap (eV) = 8.485
- lowest unoccupied orbital energy (eV) = 0.3

Structure (ORCA input):
```
! RIJCOSX wB97M-V def2-TZVPD def2/J DEFGRID3
* xyz 0 1
H 0.65442 1.59637 1.31864
N -0.16607 1.01248 1.10294
N -0.36237 0.43031 2.21509
C -1.51932 -0.51380 2.22044
C -1.45943 -1.35510 1.00487
H -2.48436 0.12056 2.37820
H -1.60423 -1.08603 3.16514
H -2.22583 -2.10798 1.05601
H -1.70097 -0.66840 0.12721
H -0.49655 -1.82371 0.92789
C 0.17913 1.26501 -2.23263
N 0.65982 0.01625 -2.74500
N 1.44781 -0.67697 -2.16071
C 2.10233 -0.28103 -0.94544
H -0.06664 1.07359 -1.07046
H 1.05114 1.91129 -2.06180
H -0.78859 1.52463 -2.74995
H 1.61977 -0.44446 0.04430
H 3.00934 -0.91172 -0.70985
H 2.15059 0.91871 -0.88489
*
```

Löwdin population analysis, charges in e, atoms 1 to 2:
1. H 0.065
2. N 0.038

=====

Result of the stability comparison: arrangement R is the most stable of them.

=====

Arrangement P

Density functional theory data (the ωB97M-V functional and the def2-TZVPD basis) for a 3-piece molecular cluster, C4H12NOS2 overall.

- HOMO energy (eV) = -13.76
- Kohn-Sham gap (eV) = 9.520
- lowest unoccupied orbital energy (eV) = -4.2

Structure (ORCA input):
```
! RIJCOSX wB97M-V def2-TZVPD def2/J DEFGRID3
* xyz 1 1
C 0.79188 -0.39702 -2.57380
C -0.13706 -1.28223 2.42072
C -0.08152 0.40121 -1.65875
C 0.59897 -1.81189 1.29229
N 0.23757 0.69826 -0.44157
O 1.59404 -1.25436 0.82251
S -2.22302 2.19068 0.96767
S -0.04630 -3.22994 0.45947
H 1.64217 -0.82776 -2.03506
H 1.28889 0.42509 -3.34395
H 0.12839 -1.04535 -3.16310
H 0.30643 -0.26893 2.49734
H 0.11754 -2.03897 3.25694
H -1.14735 -1.13067 2.08567
H -1.11497 0.75674 -1.92106
H -0.37328 1.29825 0.00361
H 1.07993 0.17584 -0.05387
H -1.87111 1.20532 1.67145
H -3.37105 1.66106 0.81564
H 0.92664 -3.37234 -0.50849
*
```

Löwdin population analysis, charges in e, atoms 1 to 2:
1. C -0.021
2. C -0.071

=====

Arrangement Q

Density functional theory data (the ωB97M-V functional and the def2-TZVPD basis) for a 2-piece molecular cluster, C4H12NOS2 overall.

- HOMO energy (eV) = -12.76
- Kohn-Sham gap (eV) = 7.243
- lowest unoccupied orbital energy (eV) = -5.5

Structure (ORCA input):
```
! RIJCOSX wB97M-V def2-TZVPD def2/J DEFGRID3
* xyz 1 1
C -3.01014 -0.62732 -1.30263
C 2.67326 -0.23002 0.58442
C -2.20034 0.26922 -0.38189
C 1.22414 0.25650 0.43104
N 0.17776 -0.74394 0.60961
O 0.83291 1.41714 1.14956
S -2.67360 0.78709 1.15612
S 1.15007 0.73733 -1.52493
H -2.32276 -1.61019 -1.45929
H -3.00259 -0.05439 -2.17227
H -3.94938 -0.88968 -0.93285
H 2.72903 -0.53856 1.67627
H 3.40770 0.53394 0.24268
H 2.85924 -1.14413 -0.12784
H -1.15989 0.60291 -0.69753
H 0.44245 -1.41722 -0.15869
H 0.28778 -1.31042 1.45425
H 1.58592 1.83754 1.64350
H -1.53281 1.41894 1.57758
H 2.48124 0.70526 -1.76711
*
```

Löwdin population analysis, charges in e, atoms 1 to 2:
1. C -0.064
2. C -0.103

=====

Result of the stability comparison: arrangement P is the most stable of them.

=====

Arrangement P

Density functional theory data (the ωB97M-V functional and the def2-TZVPD basis) for a 2-piece molecular cluster, C3H12N4O overall.

- HOMO energy (eV) = -7.90
- SMILES = CC(=O)NN.CNN
- Kohn-Sham gap (eV) = 8.806
- lowest unoccupied orbital energy (eV) = 0.9

Structure (ORCA input):
```
! RIJCOSX wB97M-V def2-TZVPD def2/J DEFGRID3
* xyz 0 1
C -0.26779 -2.38115 -0.45204
C 0.39228 -1.04185 -0.72328
O 0.81941 -0.72800 -1.85143
N 1.11632 -0.57945 0.39319
N 1.85559 0.61952 0.18233
H -0.92558 -2.62228 -1.28268
H 0.50029 -3.15426 -0.39300
H -0.83246 -2.36040 0.47978
H 1.25714 -1.12450 1.22736
H 2.83756 0.46548 0.40519
H 1.79806 0.79267 -0.83331
C -0.53607 2.20788 0.81002
N -1.49045 1.16027 0.69884
N -1.25057 0.20859 -0.56196
H 0.54594 1.83170 0.60454
H -0.51395 2.58961 1.82988
H -0.76212 2.99381 0.08843
H -1.35193 0.50228 1.46497
H -1.02503 0.82232 -1.33707
H -2.16664 -0.20223 -0.74976
*
```

Löwdin population analysis, charges in e, atoms 1 to 2:
1. C -0.027
2. C -0.630

=====

Arrangement Q

Density functional theory data (the ωB97M-V functional and the def2-TZVPD basis) for a 2-piece molecular cluster, C3H12N4O overall.

- HOMO energy (alpha / beta) (eV) = -7.68 / -7.68
- Kohn-Sham gap (alpha / beta) (eV) = 8.836 / 8.834
- lowest unoccupied orbital energy (alpha / beta) (eV) = 1.2 / 1.2

Structure (ORCA input):
```
! RIJCOSX wB97M-V def2-TZVPD def2/J DEFGRID3
* xyz 0 1
C -3.09324 -0.82775 0.34159
C 0.73240 1.88596 0.58802
C 2.62303 -0.74591 -0.30035
N -2.04379 -0.07550 -0.28343
N -0.13445 1.21226 -0.33298
N 1.19629 -0.90441 -0.61391
N -0.91358 0.35830 0.39501
O 0.30477 -1.10629 0.38944
H -3.83851 -0.13186 0.89740
H -3.56371 -1.36569 -0.40451
H -2.75806 -1.50896 1.25487
H 1.11434 1.35674 1.54570
H 1.58837 2.11716 -0.04485
H 0.41872 2.79307 0.93228
H 3.02749 -0.04144 -1.07142
H 2.72049 -0.24182 0.65621
H 3.11323 -1.76219 -0.36050
H -2.02475 0.06576 -1.30954
H 0.36546 0.56675 -0.97384
H 1.16551 -1.64420 -1.30517
*
```

Löwdin population analysis, charges in e, atoms 1 to 2:
1. C -0.115
2. C -0.126

=====

Result of the stability comparison: arrangement P is the most stable of them.